<A>
The following is a DFT calculation (the ωB97M-V functional and the def2-TZVPD basis) of an isolated molecule of C5H13NOS.

Each line ends with the natural charge from an NBO analysis.
Element x y z (Å)
C1 -0.9425 -1.2457 -1.9776  -0.0630
O1 -1.4477 -0.1990 -2.8032  -0.7221
C2 -0.9470 -0.9422 -0.4866  -0.0715
C3 0.0175 0.1851 -0.1227  -0.4211
C4 0.2505 0.3142 1.3729  -0.5236
S1 1.1027 1.8601 1.8174  0.1938
C5 2.8202 1.4357 1.6398  -0.7629
N1 -2.2619 -0.7075 0.1104  -0.8587
H1 0.0944 -1.4262 -2.2338  0.1593
H2 -1.5509 -2.1252 -2.1889  0.1744
H3 -1.3798 0.6433 -2.3418  0.4634
H4 -0.5786 -1.8668 -0.0331  0.1794
H5 -0.3745 1.1161 -0.5454  0.1921
H6 0.9527 -0.0298 -0.6297  0.2110
H7 -0.6775 0.3917 1.9376  0.2355
H8 0.7600 -0.5660 1.7373  0.2176
H9 3.3935 2.3460 1.4816  0.2314
H10 2.9785 0.7848 0.7855  0.2157
H11 3.2560 1.0133 2.5537  0.2138
H12 -3.0029 -1.2565 -0.2945  0.3744
H13 -2.4628 0.2746 0.2212  0.3612

The SMILES is CSCC[C@@H](N)CO. As for the net charge: 0. The calculation puts the HOMO-LUMO gap at 0.34694 Eh.

<B>
The following is a DFT calculation (the ωB97M-V functional and the def2-TZVPD basis) of a cluster of 2 separate species, C5H13NOS in total.

Each line ends with the natural charge from an NBO analysis.
Element x y z (Å)
C1 -1.6496 0.0842 1.6327  -0.7299
C2 -1.8049 -0.6699 0.3523  0.6687
O1 -2.5185 -0.2500 -0.5247  -0.6003
N1 -1.1132 -1.8659 0.3274  -0.8333
H1 -1.2252 -0.4997 2.4505  0.2087
H2 -2.6178 0.4479 1.9938  0.2475
H3 -1.2076 -2.5503 -0.4047  0.4020
H4 -0.5136 -2.1508 1.0801  0.3947
H5 -1.0547 1.0036 1.6431  0.2431
C3 0.8760 1.3772 -0.6187  -0.5156
C4 1.4190 1.7563 0.7082  -0.6307
C5 1.2205 -1.2329 -2.0964  -0.7415
S1 2.0862 0.2210 -1.4116  0.1438
H6 -0.1408 0.9332 -0.5861  0.2294
H7 0.7415 2.2809 -1.2345  0.2164
H8 0.7961 2.5454 1.1705  0.2070
H9 2.4114 2.1944 0.7040  0.2225
H10 0.1420 -1.0950 -1.9505  0.2285
H11 1.3678 -1.3848 -3.1669  0.2210
H12 1.4792 -2.1492 -1.5843  0.2091
H13 1.3061 1.0043 1.5159  0.2087

The SMILES is CC(N)=O.CCSC. As for the net charge: 0. The calculation puts the HOMO-LUMO gap at 0.33692 Eh.

The structure with the least stability is <A>.

<A>
The following is a DFT calculation (the ωB97M-V functional and the def2-TZVPD basis) of a cluster of 2 separate species, HN2OP in total.

Each line ends with the natural charge from an NBO analysis.
Element x y z (Å)
N1 3.4387 0.0022 0.1191  0.4409
N2 2.8291 0.8037 0.5877  -0.1018
O1 4.1652 -0.6649 -0.4871  -0.3223
P1 0.1804 0.8947 -0.0495  0.0624
H1 0.6257 2.3882 -0.0464  -0.0793

As for the net charge: 0. The calculation puts the HOMO-LUMO gap (alpha / beta) at 0.26666 / 0.26616 Eh.

<B>
The following is a DFT calculation (the ωB97M-V functional and the def2-TZVPD basis) of an isolated molecule of HN2OP.

Each line ends with the natural charge from an NBO analysis.
Element x y z (Å)
N1 0.6234 -0.8388 -0.0490  -0.1588
N2 -0.5042 1.9973 -0.0097  -0.8518
O1 1.7515 -1.1321 0.1540  -0.1473
P1 -0.4833 0.5152 0.1287  1.1871
H1 -1.3873 -0.5416 -0.2240  -0.0291

The SMILES is N#[PH]N=O. As for the net charge: 0. The calculation puts the HOMO-LUMO gap (alpha / beta) at 0.28109 / 0.27161 Eh.

The structure with the least stability is <B>.

<A>
The following is a DFT calculation (the ωB97M-V functional and the def2-TZVPD basis) of an isolated molecule of CHNO3.

Each line ends with the natural charge from an NBO analysis.
Element x y z (Å)
C1 0.4191 -0.0062 -0.0081  0.8293
N1 -0.7449 0.2538 0.0559  -0.2264
O1 3.2100 0.0813 0.1132  -0.2611
O2 1.6054 0.0141 -0.2163  -0.3566
O3 -1.8767 -0.4862 0.0669  -0.4804
H1 -2.6128 0.1432 -0.0116  0.4953

As for the net charge: 0. The calculation puts the HOMO-LUMO gap (alpha / beta) at 0.35915 / 0.36436 Eh.

<B>
The following is a DFT calculation (the ωB97M-V functional and the def2-TZVPD basis) of an isolated molecule of CHNO3.

Each line ends with the natural charge from an NBO analysis.
Element x y z (Å)
C1 -0.3129 -0.6961 0.0335  0.4954
N1 -1.5547 -0.2527 -0.5222  0.0437
O1 0.0770 -1.7947 0.0874  -0.4651
O2 -2.0955 0.8652 0.1743  -0.1179
O3 -2.7909 -0.4888 0.1098  -0.0834
H1 0.3848 0.1185 0.1966  0.1274

The SMILES is O=Cn1oo1. As for the net charge: 0. The calculation puts the HOMO-LUMO gap at 0.38955 Eh.

The structure with the least stability is <A>.

<A>
The following is a DFT calculation (the ωB97M-V functional and the def2-TZVPD basis) of an isolated molecule of C3H12N4O.

Each line ends with the natural charge from an NBO analysis.
Element x y z (Å)
C1 -0.5526 0.2115 0.1222  0.0851
C2 1.7673 0.9789 0.3971  -0.4221
C3 -1.1499 0.0551 1.5182  -0.6424
N1 0.8767 -0.0990 0.0195  -0.3191
N2 -0.8699 -0.5179 -2.1468  -0.1984
N3 -1.2946 -0.6217 -0.8080  -0.4883
N4 1.1711 -1.3389 0.6416  -0.6811
O1 -1.3924 0.6942 -2.6946  -0.6036
H1 -2.3086 0.4883 -2.9248  0.4660
H2 0.1447 -0.3640 -2.1858  0.3324
H3 -1.2101 -1.6014 -0.5495  0.3676
H4 -0.6729 1.2448 -0.2232  0.2000
H5 1.3773 -1.2250 1.6403  0.3269
H6 1.9909 -1.7357 0.1915  0.3574
H7 2.7887 0.6913 0.1411  0.1992
H8 1.5054 1.8698 -0.1680  0.2090
H9 1.7302 1.2149 1.4713  0.1612
H10 -2.1995 0.3290 1.4867  0.2297
H11 -1.0647 -0.9778 1.8470  0.2143
H12 -0.6370 0.7037 2.2243  0.2063

The SMILES is C[C@H](NNO)N(C)N. As for the net charge: 0. The calculation puts the HOMO-LUMO gap at 0.36005 Eh.

<B>
The following is a DFT calculation (the ωB97M-V functional and the def2-TZVPD basis) of a structure of composition C3H12N4O.

Each line ends with the natural charge from an NBO analysis.
Element x y z (Å)
C1 1.6454 0.1546 0.1776  0.7052
N1 1.4150 1.5850 0.2472  -0.8725
N2 0.8021 -0.4127 -1.0848  -0.8634
N3 3.0426 -0.0280 -0.2192  -0.8816
O1 1.2347 -0.5045 1.2384  -0.8425
H1 -0.1454 -0.4883 1.4039  0.4597
H2 1.5947 2.0678 -0.6242  0.3574
H3 0.4818 1.7824 0.5808  0.3664
H4 3.2911 -0.9912 -0.0135  0.3627
H5 1.1031 0.0337 -1.9478  0.3809
H6 1.0194 -1.4038 -1.1649  0.3799
H7 3.5983 0.5509 0.4027  0.3733
C2 -3.1339 -0.2142 -0.2942  -0.7032
C3 -1.6807 -0.3210 0.0255  0.1197
N4 -1.3022 -0.4511 1.2491  -0.7074
H8 -1.9814 -0.4621 2.0139  0.3588
H9 -0.4591 -0.3445 -0.7634  0.3377
H10 -3.4119 -1.0170 -0.9827  0.2376
H11 -3.3218 0.7212 -0.8285  0.2367
H12 -3.7917 -0.2574 0.5841  0.1948

As for the net charge: 0. The calculation puts the HOMO-LUMO gap at 0.33837 Eh.

The structure with the least stability is <A>.

<A>
The following is a DFT calculation (the ωB97M-V functional and the def2-TZVPD basis) of a cluster of 2 separate species, CH3NOS in total.

Each line ends with the natural charge from an NBO analysis.
Element x y z (Å)
C1 -1.4377 -0.1476 0.9646  0.4143
N1 1.1112 0.0451 -0.5554  -1.1001
O1 -1.4567 0.9996 0.8347  -0.4686
S1 -1.5529 -1.6387 1.3187  0.0539
H1 0.0344 0.2832 -0.7233  0.3721
H2 1.7080 0.9127 -0.5475  0.3640
H3 1.5937 -0.4542 -1.2918  0.3645

The SMILES is O=C=S.N. As for the net charge: 0. The calculation puts the HOMO-LUMO gap at 0.39364 Eh.

<B>
The following is a DFT calculation (the ωB97M-V functional and the def2-TZVPD basis) of an isolated molecule of CH3NOS.

Each line ends with the natural charge from an NBO analysis.
Element x y z (Å)
C1 0.0305 -0.3526 0.0342  -0.2456
N1 1.1240 0.4626 0.1752  -0.7833
O1 -2.6485 -0.5395 0.1190  -0.9271
S1 -1.5006 0.4363 0.0125  0.9504
H1 0.0475 -1.4469 0.2724  0.2379
H2 1.8580 0.0024 -0.3577  0.3763
H3 1.0892 1.4378 -0.2555  0.3914

As for the net charge: 0. The calculation puts the HOMO-LUMO gap (alpha / beta) at 0.30380 / 0.30384 Eh.

The structure with the least stability is <B>.